Entry 1:
The following is a quantum chemistry calculation of a 3-piece molecular cluster, C4H12BrO2S2 overall in a non-equilibrium geometry, from OMol25.

Values from the calculation:
- energy above the lowest of the compared OMol25 structures with the same formula, charge and spin (eV) = 0.8578
- total energy (eV) = -100149.460
- Kohn-Sham gap (eV) = 7.4

The geometry in ORCA input format:
```
! RIJCOSX wB97M-V def2-TZVPD def2/J DEFGRID3
* xyz -1 1
Br -2.38 0.30 1.50
S 0.53 2.37 -1.99
S 0.85 -2.09 2.83
O 1.11 3.65 -2.54
O 2.33 -2.55 3.34
C -0.56 1.65 -3.21
C 1.17 -1.34 1.27
C -0.63 2.90 -0.77
C -0.10 -3.49 2.33
H -1.35 2.40 -3.49
H -1.12 3.73 -1.21
H 0.36 -3.97 1.60
H -0.35 -4.03 3.21
H 0.01 1.28 -4.03
H -1.25 1.93 -0.73
H -0.21 3.14 0.15
H -1.08 0.68 -2.87
H 1.75 -0.26 1.25
H 0.12 -1.22 1.03
H -0.91 -3.31 1.70
H 1.74 -1.79 0.64
*
```

***

Entry 2:
The following is a quantum chemistry calculation of a 2-piece molecular cluster, C4H12Cl2NSi overall in a non-equilibrium geometry, from OMol25.

Values from the calculation:
- energy above the lowest of the compared OMol25 structures with the same formula, charge and spin (eV) = 2.1505
- total energy (eV) = -38749.304
- Kohn-Sham gap (eV) = 8.9

The geometry in ORCA input format:
```
! RIJCOSX wB97M-V def2-TZVPD def2/J DEFGRID3
* xyz 1 1
Cl 0.54 1.35 -3.09
Cl 2.99 0.63 -0.96
Si 1.45 1.87 -1.37
N -1.37 -0.43 1.46
C 0.85 -1.34 0.83
C -0.37 -0.63 0.36
C 0.17 1.71 0.01
C -1.02 -1.05 -0.91
H 1.95 3.23 -1.44
H -2.13 0.19 1.15
H 1.30 -0.86 1.70
H -0.91 -0.02 2.28
H -1.82 -0.38 -1.20
H 0.61 -2.38 1.11
H -0.83 2.04 -0.20
H 1.59 -1.37 0.05
H 0.49 1.90 1.02
H -1.78 -1.33 1.74
H -0.29 -1.05 -1.71
H -1.43 -2.06 -0.84
*
```

***

Entry 3:
The following is a quantum chemistry calculation of C4H12Cl3N4O2Rh as an isolated structure, from OMol25.

Values from the calculation:
- total energy (eV) = -54956.728
- Kohn-Sham gap (eV) = 7.6

The geometry in ORCA input format:
```
! RIJCOSX wB97M-V def2-TZVPD def2/J DEFGRID3
* xyz 2 1
Rh 0.42 0.59 0.25
Cl -3.69 -1.31 0.71
Cl -4.35 1.43 -0.04
Cl -3.57 -0.48 -2.09
O -1.50 1.22 0.64
O -0.98 -0.34 -0.74
N 2.12 -0.47 -0.29
N -0.63 2.53 -1.94
N 0.54 2.00 -1.30
N 0.30 -0.83 1.77
C 1.23 -1.95 1.43
C 2.50 -1.36 0.87
C -3.38 0.03 -0.42
C -1.91 0.35 -0.16
H 2.94 0.07 -0.57
H -1.09 1.79 -2.47
H -1.25 2.92 -1.25
H 0.53 -0.43 2.68
H 3.19 -2.13 0.55
H 1.12 1.65 -2.06
H 1.89 -1.06 -1.09
H 0.73 -2.58 0.70
H 1.44 -2.56 2.31
H 1.05 2.83 -0.98
H 3.00 -0.74 1.61
H -0.65 -1.17 1.86
*
```

***

Entry 4:
The following is a quantum chemistry calculation of an isolated ion of composition C4H12ClN2Si and charge +1 in a non-equilibrium geometry, from OMol25.

Values from the calculation:
- energy above the lowest of the compared OMol25 structures with the same formula, charge and spin (eV) = 1.1742
- total energy (eV) = -27714.247
- SMILES = C/N=C(\Cl)[C@@H]([SiH3])[NH2+]C
- Kohn-Sham gap (eV) = 11.6

The geometry in ORCA input format:
```
! RIJCOSX wB97M-V def2-TZVPD def2/J DEFGRID3
* xyz 1 1
Cl -1.15 0.30 2.66
Si -1.09 -2.28 0.15
N -0.27 1.59 0.49
N 0.61 -0.14 -0.98
C 1.83 -0.67 -1.52
C 0.10 -0.75 0.46
C -0.78 2.84 0.99
C -0.44 0.50 1.09
H -0.12 -0.12 -1.69
H -1.09 -3.28 1.27
H 2.63 0.07 -1.48
H -0.50 -2.83 -1.13
H 2.10 -1.65 -0.89
H -0.90 3.36 0.07
H -1.68 2.93 1.58
H -2.37 -1.95 -0.36
H 1.78 -0.87 -2.57
H 0.45 0.87 -0.64
H 0.91 -1.22 1.00
H 0.00 3.29 1.46
*
```

***

Entry 5:
The following is a quantum chemistry calculation of C4H12CoFN4O8 as an isolated structure in a non-equilibrium geometry, from OMol25.

Values from the calculation:
- total energy (eV) = -66990.428
- ⟨S²⟩ = 6.016
- Kohn-Sham gap (spin up / spin down) (eV) = 4.5 / 3.3

The geometry in ORCA input format:
```
! RIJCOSX wB97M-V def2-TZVPD def2/J DEFGRID3
* xyz 2 5
Co 0.06 3.35 -1.58
F 0.24 1.38 -1.07
O -2.08 -2.04 -0.54
O 1.78 -0.81 2.69
O -3.99 -1.67 -1.55
O 1.30 0.84 3.91
O 1.41 -2.83 -2.72
O -2.72 1.27 0.06
O 2.53 -1.08 -3.00
O -2.84 2.96 1.45
N 1.76 0.37 2.92
N -2.76 -1.53 -1.45
N 1.95 -1.87 -2.29
N -2.42 1.83 1.08
C -2.01 -0.84 -2.56
C 2.01 -1.71 -0.81
C -1.39 1.11 1.96
C 2.44 1.18 1.83
H -2.18 -1.39 -3.49
H 1.70 1.68 1.20
H 1.10 -1.14 -0.63
H 2.98 0.51 1.17
H -2.41 0.17 -2.63
H 3.02 1.91 2.40
H 2.03 -2.66 -0.27
H -1.93 0.71 2.82
H -0.97 -0.69 -2.27
H 2.89 -1.16 -0.47
H -0.68 1.84 2.35
H -0.81 0.32 1.48
*
```

***

Entry 6:
The following is a quantum chemistry calculation of C4H12CsO4 as an isolated structure in a non-equilibrium geometry, from OMol25.

Values from the calculation:
- energy above the lowest of the compared OMol25 structures with the same formula, charge and spin (eV) = 2.2514
- total energy (eV) = -13072.555
- Kohn-Sham gap (eV) = 8.4

The geometry in ORCA input format:
```
! RIJCOSX wB97M-V def2-TZVPD def2/J DEFGRID3
* xyz 1 1
Cs -0.20 -3.04 -1.90
O -3.39 -0.56 0.44
O 4.26 -1.70 -0.14
O 3.74 1.09 -0.21
O -5.88 0.91 -1.16
C -3.89 0.74 0.39
C 4.33 -0.98 1.04
C -4.46 1.04 -1.06
C 4.70 0.48 0.66
H 4.01 -1.15 -0.89
H -4.65 0.77 1.18
H -3.35 -1.04 1.27
H 5.71 0.58 0.26
H -3.96 0.45 -1.83
H 4.89 0.88 1.66
H -3.16 1.50 0.69
H 3.33 -1.13 1.45
H -4.44 2.10 -1.31
H 4.92 -1.46 1.81
H 3.58 0.55 -0.98
H -6.09 -0.01 -1.35
*
```

***

Entry 7:
The following is a quantum chemistry calculation of one molecule with the formula C4H12I2N2Si in a non-equilibrium geometry, from OMol25.

Values from the calculation:
- energy above the lowest of the compared OMol25 structures with the same formula, charge and spin (eV) = 0.1936
- total energy (eV) = -31403.433
- SMILES = CN(C)[Si](I)(I)N(C)C
- Kohn-Sham gap (eV) = 9.0

The geometry in ORCA input format:
```
! RIJCOSX wB97M-V def2-TZVPD def2/J DEFGRID3
* xyz 0 1
I -0.52 -0.28 3.06
I 3.01 0.38 1.10
Si 0.55 0.06 0.79
N 0.24 -1.21 -0.26
N -0.22 1.52 0.41
C -0.85 -2.18 0.08
C 1.26 -1.92 -1.06
C -1.64 1.52 0.13
C 0.59 2.67 -0.28
H -2.11 2.18 0.85
H -0.41 -3.16 0.40
H 2.08 -1.42 -1.60
H 0.81 -2.42 -1.78
H 1.32 2.36 -0.95
H -1.51 -2.34 -0.77
H 1.13 3.03 0.55
H 1.76 -2.59 -0.31
H -1.90 1.78 -0.86
H -0.17 3.18 -0.83
H -1.37 -1.75 1.02
H -2.04 0.57 0.30
*
```

***

Entry 8:
The following is a quantum chemistry calculation of C4H12IN3O as an isolated structure in a non-equilibrium geometry, from OMol25.

Values from the calculation:
- total energy (eV) = -18941.915
- Kohn-Sham gap (eV) = 10.1

The geometry in ORCA input format:
```
! RIJCOSX wB97M-V def2-TZVPD def2/J DEFGRID3
* xyz 2 1
I -0.90 1.40 2.66
O -1.14 -0.91 -0.19
N 1.49 0.52 -1.01
N 0.02 -1.68 1.59
N -0.93 0.59 -1.84
C 0.17 -1.11 0.22
C 0.90 0.26 0.37
C -0.10 1.31 0.65
C -1.41 0.44 -0.51
H -2.44 0.59 -0.26
H -1.11 -0.26 -2.32
H 2.14 -0.13 -1.42
H 0.29 0.71 -1.78
H -1.30 1.38 -2.37
H 1.76 0.23 1.24
H -0.20 -0.90 2.30
H 1.98 1.37 -1.10
H 0.89 -1.90 2.18
H -0.02 2.44 0.38
H 0.55 -1.96 -0.29
H -0.64 -2.39 1.50
*
```

***

Which formula does entry 4 have? C4H12ClN2Si